# 1
Here is C8H12Cl7F12Mg3N2O10S4 as an isolated structure from the Open Molecules 2025 dataset. Energies are from wB97M-V/def2-TZVPD.

XYZ file:
```
58
Properties=species:S:1:pos:R:3:lowdin_charge:R:1
H -6.036 -14.722 -13.216 0.096
F -8.883 -21.463 -13.711 0.074
O -7.612 -20.472 -19.206 -0.340
F -1.646 -14.600 -21.498 0.153
C -6.304 -13.828 -13.779 -0.348
O -3.464 -14.063 -19.333 -0.335
F -7.449 -21.130 -15.367 0.095
S -3.958 -15.017 -20.274 0.481
C -10.063 -19.175 -19.069 -0.683
C -8.584 -21.773 -15.006 -0.640
O -5.637 -18.490 -20.308 -0.352
F -10.355 -18.065 -18.408 0.105
C -9.492 -11.991 -16.139 -0.342
Cl -11.371 -18.589 -12.071 -0.137
H -9.128 -13.046 -18.000 0.076
C -9.632 -12.140 -17.666 -0.061
Mg -12.053 -15.591 -15.944 -0.521
O -10.955 -22.490 -15.948 -0.344
H -9.643 -12.962 -15.667 0.076
O -8.261 -11.605 -15.719 -0.085
C -2.396 -15.612 -21.242 -0.719
Cl -7.989 -17.150 -12.900 0.096
S -10.072 -21.382 -16.214 0.676
F -8.107 -16.398 -21.017 0.160
Cl -5.881 -16.604 -16.304 -0.064
Cl -12.613 -14.849 -17.937 -0.194
C -6.446 -12.701 -12.767 -0.067
H -9.288 -11.302 -18.272 0.060
O -5.337 -16.745 -22.057 -0.373
C -7.319 -16.299 -19.990 -0.674
N -4.381 -16.325 -19.481 -0.279
S -8.623 -20.175 -18.152 0.543
H -10.700 -12.130 -17.883 0.062
O -7.496 -13.961 -14.460 -0.155
Cl -9.745 -16.035 -15.878 0.130
F -11.216 -19.824 -19.107 0.123
H -8.145 -10.677 -15.932 0.100
Cl -12.424 -13.887 -14.361 -0.305
F -2.655 -16.274 -22.372 0.113
F -1.812 -16.490 -20.431 0.103
O -8.296 -19.326 -17.064 -0.336
N -9.311 -21.563 -17.837 -0.298
Mg -9.401 -17.773 -11.222 0.522
Cl -13.363 -17.422 -15.142 -0.297
Mg -7.644 -16.078 -14.936 -0.052
F -7.768 -17.102 -19.034 0.123
H -6.394 -11.682 -13.151 0.075
H -7.394 -12.858 -12.252 0.086
S -5.608 -17.035 -20.625 0.746
F -9.640 -18.884 -20.267 0.143
H -7.705 -13.039 -14.627 0.062
H -5.508 -13.711 -14.514 0.127
O -10.578 -20.071 -15.857 -0.315
H -5.654 -12.840 -12.032 0.068
H -10.222 -11.240 -15.841 0.111
F -8.287 -23.038 -14.983 0.133
O -4.821 -14.403 -21.253 -0.345
F -7.223 -15.035 -19.605 0.144
```

Charge ... -3
E ... -211897.736 eV
LUMO energy ... 2.18 eV
HOMO level ... -1.60 eV


# 2
Here is an isolated ion of composition C8H12ClN4O and charge +1 from the Open Molecules 2025 dataset. Energies are from wB97M-V/def2-TZVPD.

XYZ file:
```
26
Properties=species:S:1:pos:R:3:lowdin_charge:R:1
C 2.317 0.697 0.942 -0.202
H -1.709 0.385 -2.687 0.142
N 1.439 0.518 0.017 0.210
C 0.295 -1.251 1.778 -0.115
C 3.632 -1.410 0.764 -0.170
N 3.447 0.034 1.020 -0.450
H -3.285 1.969 -2.435 0.078
H -1.556 -0.930 -1.569 0.099
H 4.652 -1.724 1.215 0.130
O -0.319 0.678 -1.288 0.051
H -3.021 0.403 0.231 0.121
C -3.805 1.370 -1.669 -0.087
H 2.376 1.681 1.491 0.159
C -2.643 0.901 -0.708 -0.194
H -2.066 1.698 -0.242 0.110
C 2.574 -2.245 1.483 0.060
H -0.212 -1.179 2.783 0.165
Cl 4.821 0.789 1.786 0.765
N 1.446 -1.760 1.644 0.060
N -0.336 -0.692 0.668 0.152
C 0.225 0.218 -0.192 -0.383
H -4.607 1.974 -1.297 0.057
H -1.169 -1.002 0.327 0.087
H -4.364 0.501 -2.179 0.110
C -1.675 0.095 -1.624 -0.077
H 3.542 -1.719 -0.260 0.120
```

Charge ... +1
E ... -29008.962 eV
Energy relative to the best compared isomer or geometry (same formula, charge and spin) ... 119.5 kJ/mol
LUMO energy ... -3.86 eV
HOMO level ... -12.17 eV


# 3
Here is a 2-piece molecular cluster, C8H12ClNO2 overall from the Open Molecules 2025 dataset. Energies are from wB97M-V/def2-TZVPD.

XYZ file:
```
24
Properties=species:S:1:pos:R:3:lowdin_charge:R:1
H 1.930 -1.470 -0.897 0.124
C 1.113 3.206 2.349 -0.625
H 1.054 -2.489 0.064 0.072
O 0.548 2.355 3.209 0.073
C 0.252 1.181 2.481 -0.131
H 0.915 -0.792 0.420 0.011
C -0.349 -1.171 -0.990 -0.625
H -1.884 -2.551 -0.044 0.115
H -2.457 -0.909 -0.466 0.037
H -0.412 0.580 3.044 0.089
Cl -1.431 1.324 -1.572 0.785
H 0.868 0.755 -1.424 0.069
H -1.462 -1.182 0.883 0.057
O 1.533 4.277 2.597 0.115
C -0.464 -1.754 -2.365 -0.083
C 0.956 -1.517 -0.315 -0.076
H 1.330 3.103 0.284 0.170
H 0.191 -1.432 -3.183 0.090
C -0.112 0.378 -1.268 -0.444
N 0.931 2.639 1.123 0.077
H -1.490 -1.584 -2.668 0.073
H -0.279 -2.908 -2.314 0.131
C -1.630 -1.452 -0.118 -0.026
C 0.350 1.411 1.170 -0.078
```

E ... -26593.217 eV
Energy relative to the best compared isomer or geometry (same formula, charge and spin) ... 361.5 kJ/mol
LUMO energy (alpha / beta) ... -1.40 / -1.65 eV
HOMO level (alpha / beta) ... -7.85 / -7.83 eV


# 4
Here is C8H12ClNOSi as an isolated structure from the Open Molecules 2025 dataset. Energies are from wB97M-V/def2-TZVPD.

XYZ file:
```
24
Properties=species:S:1:pos:R:3:lowdin_charge:R:1
C 0.424 -0.554 -0.109 -0.008
C 3.164 -1.868 -0.170 -0.089
H -3.146 0.509 1.614 0.012
H 1.780 -3.574 -0.217 0.117
C -2.065 0.656 1.812 -0.169
H -1.495 3.032 -0.002 0.092
Cl 2.549 1.882 0.200 0.854
H -2.631 0.792 -1.895 0.000
O -0.457 -2.572 -0.610 -0.041
H -0.328 2.545 -1.251 0.006
C 2.208 0.333 -0.035 -0.622
H 4.085 -2.399 -0.284 0.111
H -1.781 0.101 2.788 0.052
H 4.185 -0.082 -0.056 0.154
H 0.304 2.480 0.284 -0.034
C -0.642 2.254 -0.286 -0.247
N 3.234 -0.492 -0.064 -0.040
C 0.585 -1.930 -0.326 -0.561
C -2.569 0.041 -1.138 -0.187
C 1.959 -2.500 -0.291 0.021
H -3.534 0.224 -0.620 0.017
Si -1.134 0.528 0.029 0.544
H -1.941 1.668 2.004 -0.045
H -2.755 -1.072 -1.379 0.064
```

E ... -32424.118 eV
Energy relative to the best compared isomer or geometry (same formula, charge and spin) ... 405.0 kJ/mol
LUMO energy (alpha / beta) ... -0.48 / -0.48 eV
HOMO level (alpha / beta) ... -7.83 / -7.83 eV


# 5
Here is a 2-piece molecular cluster, C8H12ClNSi overall from the Open Molecules 2025 dataset. Energies are from wB97M-V/def2-TZVPD.

XYZ file:
```
23
Properties=species:S:1:pos:R:3:lowdin_charge:R:1
C 2.478 -1.685 0.810 -0.061
C 2.441 0.681 0.612 0.008
H 3.191 -0.674 -2.350 0.121
H -2.397 2.560 0.683 0.100
C 2.735 0.715 -0.771 -0.133
Si -2.570 -0.857 1.174 0.126
H -1.085 1.291 -1.423 0.028
H -2.243 -0.647 2.548 -0.076
H -0.284 -0.113 -0.641 0.074
H 2.977 1.673 -1.324 0.119
C -2.944 1.709 0.150 -0.176
C -0.879 0.840 -0.532 -0.115
Cl -1.342 -2.430 0.932 0.261
H -3.862 -1.371 0.541 -0.029
C 2.767 -1.675 -0.589 -0.060
H 3.103 -2.568 -1.010 0.084
C 2.868 -0.490 -1.312 -0.141
H -0.475 1.795 -0.067 0.093
H -3.033 2.135 -0.829 0.068
N -2.197 0.456 0.119 -0.386
C 2.232 -0.413 1.174 -0.013
H 2.385 -2.438 1.467 0.061
H -3.864 1.507 0.638 0.050
```

E ... -30376.889 eV
Energy relative to the best compared isomer or geometry (same formula, charge and spin) ... 525.0 kJ/mol
LUMO energy ... 0.04 eV
SMILES string ... CN(C)[SiH2]Cl.c1ccccc#1
HOMO level ... -8.70 eV


# 6
Here is C8H12CoIO6Se2 as an isolated structure from the Open Molecules 2025 dataset. Energies are from wB97M-V/def2-TZVPD.

XYZ file:
```
30
Properties=species:S:1:pos:R:3:lowdin_charge:R:1
H 2.813 4.141 2.214 0.120
H 1.420 4.464 0.218 0.047
H 3.335 1.679 -1.214 0.050
O -1.315 -3.341 -0.409 0.027
C -0.150 -0.374 2.247 -0.679
H 3.760 5.011 0.378 0.115
C 1.666 3.491 -0.223 -0.549
H 4.461 1.488 0.118 0.046
H 4.968 4.701 -1.547 0.072
Se 2.520 -0.035 0.427 0.667
C 3.404 1.633 -0.128 -0.549
C 4.063 4.012 0.034 -0.245
O 1.979 2.281 2.532 -0.142
Co 0.151 0.156 0.445 -0.091
I -1.121 1.034 3.591 0.574
H 1.886 3.671 -1.275 0.039
C -1.053 -2.167 -0.207 -0.558
O -1.733 0.109 0.081 -0.187
O 4.291 4.041 -1.378 -0.071
H 4.995 3.735 0.546 0.115
H 0.768 -0.655 2.756 -0.037
C 2.965 3.083 1.947 -0.256
H -0.869 -1.189 2.264 -0.027
C 2.968 2.997 0.416 -0.569
C -2.166 -1.062 -0.238 -0.561
H 1.641 2.678 3.339 0.050
H 3.966 2.791 2.309 0.119
O -3.314 -1.338 -0.549 0.024
Se -0.005 2.437 -0.224 0.632
O 0.129 -1.702 0.042 -0.175
```

Charge ... -2
E ... -197197.045 eV
LUMO energy ... 4.40 eV
HOMO level ... -0.93 eV